Density functional theory data (wB97M-V/def2-TZVPD) for a 9-piece molecular cluster, C36H48N3O29PS overall at a distorted geometry.

- LUMO level (eV) = -0.61
- calculated total energy (eV) = -122083.795
- largest force on an atom (eV/Å) = 2.743
- HOMO (Ha) = -0.3367
- HOMO-LUMO gap (eV) = 8.6

Atoms and positions in Å:
N  -0.31  1.31  0.68
P  -1.31  0.79  1.75
O  -0.58  -0.48  2.54
O  -1.74  1.90  2.85
C  -2.86  0.10  1.04
N  -3.29  -1.02  1.60
C  -4.45  -1.50  1.08
C  -4.98  -2.71  1.64
C  -6.17  -3.26  1.23
C  -6.87  -2.55  0.17
C  -6.37  -1.41  -0.40
C  -5.12  -0.84  0.03
N  -4.70  0.30  -0.60
C  -3.57  0.73  -0.07
C  -2.96  2.01  -0.68
C  -2.01  1.56  -1.83
C  -2.74  1.05  -3.09
C  -1.78  0.34  -4.08
S  -0.92  -1.09  -3.37
O  -1.55  -1.62  -2.19
O  0.44  -0.71  -3.12
O  -0.83  -2.28  -4.48
H  0.58  0.81  0.70
H  -0.28  -1.04  1.81
H  -0.93  2.16  3.32
H  -4.43  -3.23  2.44
H  -6.54  -4.17  1.70
H  -7.83  -2.98  -0.14
H  -6.96  -0.95  -1.19
H  -2.46  2.62  0.09
H  -3.79  2.56  -1.15
H  -1.43  0.71  -1.43
H  -1.28  2.37  -2.01
H  -3.57  0.37  -2.87
H  -3.13  1.94  -3.63
H  -2.40  -0.05  -4.92
H  -1.01  0.99  -4.52
H  -1.70  -2.70  -4.56
O  -2.11  -4.71  7.08
C  -1.54  -3.99  6.32
O  -0.48  -4.36  5.55
C  -0.23  -3.30  4.63
C  -0.82  -2.11  5.33
O  -1.86  -2.69  6.12
H  0.83  -3.19  4.44
H  -0.74  -3.52  3.68
H  -0.10  -1.61  5.99
H  -1.22  -1.37  4.64
O  -3.86  5.05  -2.17
C  -4.53  5.47  -1.27
O  -4.12  5.55  0.02
C  -5.10  6.30  0.73
C  -6.34  6.12  -0.11
O  -5.80  5.93  -1.42
H  -5.22  5.92  1.75
H  -4.78  7.34  0.79
H  -6.91  5.23  0.17
H  -7.00  6.98  -0.08
O  2.59  -2.36  1.83
C  3.14  -1.62  1.07
O  4.18  -1.97  0.28
C  4.40  -0.90  -0.65
C  3.81  0.28  0.08
O  2.80  -0.32  0.89
H  5.45  -0.78  -0.86
H  3.87  -1.13  -1.58
H  4.54  0.78  0.73
H  3.38  1.02  -0.60
O  -6.48  -7.17  1.05
C  -5.40  -7.17  1.54
O  -4.73  -8.29  1.94
C  -3.40  -7.91  2.26
C  -3.54  -6.44  2.58
O  -4.66  -6.05  1.78
H  -3.02  -8.48  3.10
H  -2.76  -8.08  1.40
H  -3.78  -6.26  3.63
H  -2.66  -5.86  2.32
O  0.70  8.29  -5.62
C  -0.07  7.97  -4.77
O  -0.25  8.65  -3.61
C  -1.40  8.09  -2.96
C  -1.47  6.71  -3.55
O  -0.87  6.88  -4.83
H  -1.28  8.09  -1.88
H  -2.28  8.70  -3.22
H  -0.88  5.98  -2.98
H  -2.49  6.34  -3.64
O  6.24  0.69  -1.78
C  5.75  1.64  -2.29
O  5.25  2.70  -1.62
C  4.96  3.73  -2.57
C  4.77  2.94  -3.84
O  5.61  1.80  -3.63
H  4.07  4.28  -2.29
H  5.80  4.41  -2.62
H  3.74  2.60  -3.98
H  5.08  3.49  -4.73
O  9.76  3.97  1.41
C  9.63  2.82  1.12
O  8.48  2.11  1.28
C  8.66  0.86  0.62
C  10.15  0.69  0.61
O  10.62  2.04  0.60
H  8.15  0.06  1.16
H  8.23  0.93  -0.38
H  10.53  0.20  1.51
H  10.51  0.15  -0.26
O  5.34  -8.00  0.09
C  4.77  -7.03  0.47
O  3.44  -6.80  0.30
C  3.09  -5.66  1.08
C  4.40  -4.94  1.21
O  5.35  -6.00  1.13
H  2.33  -5.06  0.58
H  2.69  -6.00  2.04
H  4.58  -4.24  0.39
H  4.49  -4.40  2.15

These are the Löwdin partial charges, in e, on atoms 1 to 4: -0.13 0.58 -0.18 -0.14

Density functional theory data (wB97M-V/def2-TZVPD) for C36H48N4O3PRb as an isolated structure.

- LUMO level (eV) = -0.08
- calculated total energy (eV) = -60159.268
- relative energy (zero: lowest compared OMol25 entry of this formula, charge and spin) (kcal per mole) = 8.7
- largest force on an atom (eV/Å) = 0.497
- HOMO (Ha) = -0.2310
- HOMO-LUMO gap (eV) = 6.2

Atoms and positions in Å:
Rb  0.77  0.35  -0.37
C  5.27  -5.54  1.03
O  4.68  -5.86  -0.20
C  3.83  -4.94  -0.74
C  3.26  -5.31  -1.98
C  2.40  -4.44  -2.58
C  2.02  -3.20  -2.02
C  1.02  -2.39  -2.68
C  0.86  -2.48  -4.20
O  0.27  -1.58  -2.12
C  2.62  -2.80  -0.76
O  2.41  -1.69  -0.19
C  3.53  -3.74  -0.16
H  5.91  -6.38  1.29
H  4.52  -5.40  1.82
H  5.88  -4.64  0.96
H  3.51  -6.27  -2.41
H  1.95  -4.75  -3.51
H  1.44  -3.26  -4.68
H  1.21  -1.52  -4.59
H  -0.19  -2.58  -4.45
H  3.97  -3.42  0.78
C  0.77  3.95  3.59
C  1.05  3.09  2.52
N  0.27  2.93  1.48
C  -0.87  3.65  1.43
C  -1.24  4.56  2.44
C  -0.38  4.69  3.54
C  -2.46  5.31  2.34
C  -3.27  5.15  1.27
C  -2.94  4.23  0.23
C  -3.78  4.04  -0.89
C  -3.43  3.13  -1.85
C  -2.24  2.41  -1.68
N  -1.44  2.57  -0.65
C  -1.77  3.47  0.29
H  1.46  4.03  4.42
H  1.96  2.49  2.53
H  -0.64  5.38  4.34
H  -2.71  6.00  3.13
H  -4.19  5.72  1.19
H  -4.70  4.61  -0.96
H  -4.05  2.96  -2.72
H  -1.93  1.68  -2.42
N  0.96  1.82  -3.02
C  0.40  1.89  -4.03
N  -0.28  1.98  -5.17
C  -0.39  3.28  -5.83
C  -1.78  3.41  -6.48
C  -2.43  2.03  -6.67
C  -1.38  1.03  -7.13
C  -0.35  0.79  -6.03
H  0.40  3.37  -6.58
H  -0.22  4.05  -5.09
H  -1.67  3.89  -7.46
H  -2.42  4.05  -5.88
H  -3.25  2.10  -7.39
H  -2.86  1.69  -5.72
H  -0.90  1.41  -8.03
H  -1.84  0.08  -7.40
H  0.63  0.57  -6.45
H  -0.64  -0.05  -5.40
C  1.21  -1.41  5.35
C  1.01  -0.52  4.12
C  2.35  -0.34  3.39
P  -0.30  -0.94  2.86
C  -1.90  -0.41  3.66
C  -2.04  -0.52  5.17
C  -2.20  1.03  3.22
C  -0.46  -2.79  2.75
C  0.84  -3.40  2.20
C  -0.97  -3.57  3.97
H  1.96  -0.96  6.01
H  1.59  -2.39  5.06
H  0.30  -1.55  5.92
H  0.69  0.47  4.46
H  2.73  -1.29  3.01
H  3.11  0.06  4.07
H  2.26  0.32  2.53
H  -2.65  -1.06  3.19
H  -1.33  0.14  5.68
H  -1.89  -1.53  5.54
H  -3.05  -0.20  5.47
H  -1.46  1.72  3.62
H  -3.18  1.35  3.59
H  -2.19  1.12  2.13
H  -1.21  -2.89  1.96
H  1.60  -3.45  2.98
H  1.23  -2.82  1.37
H  0.66  -4.42  1.85
H  -0.29  -3.49  4.82
H  -1.05  -4.63  3.71
H  -1.96  -3.23  4.28

These are the Löwdin partial charges, in e, on atoms 1 to 4: 0.81 -0.09 -0.08 -0.29